DFT (ωB97M-V with the def2-TZVPD basis set) results for one molecule with the formula C4H5BrN2O2 in a non-equilibrium geometry.

Geometry as XYZ:
```
14
Properties=species:S:1:pos:R:3:forces:R:3
H -0.1002 -2.9118 1.8111 0.7 2.5 -2.5
H -1.0563 0.9140 0.2591 0.8 -0.3 -0.3
N 0.1406 -2.1329 1.0487 -2.2 -4.8 0.6
H 0.3790 1.6351 0.8648 0.9 1.0 0.7
C -0.1711 -2.3181 -0.3513 -0.2 -2.0 -0.6
H 0.2349 -0.9512 -1.9817 -0.2 -0.7 1.2
O 0.7716 -0.4426 2.3864 0.3 1.1 1.5
C 0.7551 -0.2806 -0.0222 -0.8 2.1 0.8
C 0.5618 -0.9081 1.3170 0.3 -0.7 -0.1
O -0.6412 -3.3238 -0.8671 0.6 1.7 1.1
Br 2.6275 -0.0634 -0.1600 1.5 0.4 -0.5
N 0.2288 -1.1612 -0.9697 -0.4 -0.4 -0.5
C 0.0384 1.0486 0.0668 -1.4 0.0 -3.4
H 0.1323 1.4860 -1.0023 -0.1 0.0 2.0
```
Positions in Å, forces in eV/Å.

The relative energy (zero: lowest compared OMol25 entry of this formula, charge and spin) is 0.0 kcal per mole. As for the frontier orbital gap: 11.0 eV. As for the SMILES: C[C@]1(Br)NC(=O)NC1=O.